Record 1
{"formula": "ClFOS", "method": "ωB97M-V with the def2-TZVPD basis set", "homo_lumo_gap_ha": 0.391, "relative_energy_kcal_mol": 8.6, "symbols": ["O", "S", "F", "Cl"], "coordinates": [[0.2243, -1.2992, -0.7762], [-0.5446, -0.2602, -0.2217], [-0.0904, 1.3534, -0.7073], [0.4107, 0.2060, 1.7052]], "atomic_forces_ev_per_a": [[0.66, -0.22, -0.82], [0.67, 3.42, 1.94], [-0.51, -2.65, 0.01], [-0.82, -0.56, -1.13]]}

---

Record 2
{"formula": "C21H26O3", "method": "ωB97M-V with the def2-TZVPD basis set", "homo_lumo_gap_ha": 0.306, "relative_energy_kcal_mol": 76.3, "symbols": ["H", "C", "H", "H", "O", "C", "H", "H", "O", "C", "C", "C", "C", "C", "C", "H", "H", "C", "C", "C", "O", "C", "C", "H", "C", "H", "H", "H", "C", "H", "H", "H", "H", "H", "C", "C", "H", "C", "H", "H", "C", "H", "H", "H", "H", "H", "H", "H", "C", "C"], "coordinates": [[2.0039, -2.7323, 1.1653], [-0.2705, -3.1203, -0.1430], [-2.8396, -2.4506, -1.4883], [0.7545, 3.0379, 1.2615], [-2.7801, 4.2342, -1.7530], [0.3983, 0.6631, -2.1997], [0.5144, -3.8117, -0.4543], [-2.8224, 4.7792, -0.9598], [-1.8623, 0.5505, -2.8567], [-0.9616, 0.0879, -2.1768], [1.5250, -2.4518, 3.2394], [-1.6086, 2.0026, 0.5714], [-1.1737, -1.1105, -1.3345], [-0.7707, 1.5687, 1.6703], [1.5368, -1.0094, 3.0890], [2.5887, 1.9339, 2.4774], [0.8755, 2.7310, -2.0284], [-0.1236, -1.8459, -0.9212], [-2.5999, -1.4738, -1.0696], [1.5601, 0.1733, 2.8972], [2.2159, -2.1433, -0.9887], [-2.3104, 2.3742, -0.3278], [0.6920, 1.9620, 1.4438], [-2.9581, 2.3062, -2.3133], [1.2804, -3.1222, 1.8828], [2.9423, 1.4025, -1.2725], [1.2853, 2.0250, -3.5889], [-1.2371, -3.5728, -0.3601], [0.5446, 2.0256, -2.7902], [3.1449, 0.6410, -2.8449], [1.4459, -4.1981, 1.9727], [-1.1372, 2.0236, 2.5967], [-3.2492, -0.7311, -1.5260], [1.0658, 1.4426, 0.5589], [-3.1225, 2.9048, -1.4105], [1.2626, -1.4142, -1.2073], [-0.4100, 2.3619, -3.1849], [1.4477, -0.0508, -1.7482], [-0.4114, -1.8296, 1.5865], [0.7442, -2.7405, 3.9501], [2.8509, 0.4600, -1.8111], [1.1872, 2.1206, 3.5446], [-0.8421, 0.4825, 1.7770], [3.5264, -0.2726, -1.3766], [-0.8364, -3.5089, 1.9119], [-2.7926, -1.5057, 0.0010], [2.4896, -2.7734, 3.6423], [-4.1866, 2.8366, -1.1306], [1.5605, 1.6038, 2.6544], [-0.1372, -2.8658, 1.3728]], "atomic_forces_ev_per_a": [[-0.02, -0.11, 0.10], [-0.10, 0.06, 0.07], [-0.07, -0.06, 0.00], [-0.01, -0.05, -0.04], [0.08, 0.33, -0.06], [0.58, 0.03, 0.01], [-0.08, -0.05, -0.04], [0.01, -0.07, -0.03], [0.33, -0.22, 0.16], [-0.03, -0.06, -0.13], [0.06, -0.37, -0.05], [-0.31, -0.05, -0.17], [0.05, -0.47, 0.20], [0.27, 0.02, 0.10], [0.02, 0.27, 0.05], [-0.08, 0.07, 0.08], [0.04, 0.09, 0.05], [-0.50, -0.19, -0.02], [-0.02, 0.02, -0.05], [0.04, -0.22, 0.16], [-0.29, 0.21, -0.13], [0.19, 0.00, 0.11], [0.00, 0.06, 0.22], [-0.15, 0.13, 0.21], [-0.09, 0.08, 0.10], [0.03, 0.10, 0.02], [0.05, 0.05, -0.06], [0.02, -0.01, -0.05], [-0.06, -0.02, -0.03], [0.07, 0.05, -0.05], [0.03, -0.01, -0.04], [0.04, -0.11, 0.02], [-0.06, -0.06, 0.04], [0.01, 0.06, -0.02], [-0.45, -0.11, -0.27], [0.04, 0.00, -0.07], [0.03, 0.08, -0.03], [-0.07, 0.48, -0.30], [-0.08, -0.01, 0.05], [0.09, -0.05, 0.04], [0.00, -0.09, 0.02], [0.08, 0.05, -0.06], [0.00, 0.04, 0.09], [0.05, 0.07, -0.03], [-0.02, 0.05, 0.06], [-0.04, -0.04, 0.10], [-0.10, -0.04, 0.06], [0.19, -0.04, -0.12], [0.05, 0.25, -0.21], [0.15, -0.16, -0.07]]}

---

Record 3
{"formula": "C21H52IN2O12S2", "method": "ωB97M-V with the def2-TZVPD basis set", "homo_lumo_gap_ha": 0.300, "total_charge": -1, "symbols": ["C", "H", "N", "H", "C", "H", "H", "C", "C", "H", "H", "H", "H", "C", "C", "H", "N", "H", "H", "H", "H", "O", "H", "O", "H", "H", "C", "O", "C", "C", "H", "H", "O", "H", "H", "C", "C", "C", "H", "H", "H", "C", "H", "H", "H", "H", "H", "O", "S", "H", "C", "H", "C", "O", "H", "H", "H", "H", "O", "H", "O", "H", "C", "H", "H", "H", "H", "O", "H", "H", "H", "C", "H", "O", "H", "O", "S", "H", "H", "I", "C", "C", "H", "H", "H", "H", "H", "C", "O", "C"], "coordinates": [[-2.9451, 3.7586, 2.7014], [1.3700, 0.3640, -3.1244], [2.2085, -5.1348, -0.2506], [1.6537, -1.4686, 3.0228], [7.3976, 0.9234, 0.7623], [-3.4028, 3.9445, -1.4056], [-2.1577, 3.8169, 3.4583], [-5.5965, -0.2767, 0.5651], [1.4015, -2.2421, -0.9927], [3.4695, 3.5873, 0.0333], [-3.3078, 2.7973, 0.8100], [1.9570, -0.3983, 0.7997], [4.4193, -2.3562, -2.5126], [-6.1246, 4.5885, -0.2270], [2.6675, -2.6753, -1.3472], [-0.0532, -0.7021, -1.4297], [2.9707, -0.9079, -2.9118], [3.6214, 1.9060, -0.4657], [8.4119, 1.1011, 0.4011], [1.3214, 3.5409, -1.1621], [-0.6415, 3.3346, 1.5662], [4.4652, -4.5517, -1.3251], [3.3446, 2.5303, -2.8460], [-4.2598, 0.2206, -1.4037], [4.8720, 3.0747, -0.9154], [7.4984, 2.4058, 2.3289], [3.7986, 2.9344, -0.7794], [2.5559, -6.5301, -2.3666], [-2.4924, 4.2427, -1.9314], [3.0282, 3.2086, -2.0550], [2.3602, 1.1402, 1.5783], [0.2221, 1.0464, 2.4822], [3.7225, -3.5472, 0.7939], [6.8177, 3.0007, 0.8097], [7.4188, 0.0583, 1.4286], [1.7467, -0.5069, -2.5937], [-2.1356, 3.2226, -2.9970], [1.7908, 0.2100, 1.6840], [-4.1743, -1.5550, -0.4302], [-7.3313, 6.3600, -0.5083], [6.7623, 0.6691, -0.0863], [-0.7094, -10.1099, 0.9822], [0.8809, -11.3991, 1.6957], [2.0239, 0.0600, 3.8260], [0.8290, -2.7701, -0.2395], [-0.2497, 3.6039, -3.0196], [-1.6907, 4.3172, -1.1978], [5.5188, 1.9478, 1.9325], [3.3848, -4.0683, -0.5106], [-1.4779, -10.5265, 1.6356], [-4.2910, -0.5029, -0.1765], [-6.7519, 6.1208, 1.1502], [2.2164, -0.5399, 2.9304], [-1.3506, 3.3039, 0.9173], [3.1861, 4.2369, -2.4000], [-2.9254, 3.1436, -3.7446], [-3.1189, 4.7676, 2.3260], [5.5133, 1.1989, 2.5372], [-1.0133, -8.7353, 0.8419], [-2.3545, 1.8223, 1.9367], [-5.8201, 3.6179, 0.7735], [-6.5020, 4.0882, -1.1253], [3.4232, -1.9989, -2.2788], [-8.0745, 5.1341, 0.5276], [-5.1791, 5.0665, -0.4770], [3.2787, -0.7840, 2.8970], [-5.7161, 0.7839, 0.8032], [1.6371, 2.9606, -1.8633], [-2.0074, 2.2369, -2.5347], [-2.6502, 5.2309, -2.3692], [-6.6396, 3.1700, 1.0073], [0.6718, -10.3336, 1.5737], [-5.6270, -0.8452, 1.4962], [0.3892, 0.5044, 1.7054], [0.7483, -9.8462, 2.5463], [-0.9459, 3.5716, -3.6892], [1.6333, -6.0769, -1.3700], [-4.3431, 1.1566, -1.1929], [1.4378, -9.9026, 0.9266], [-0.0385, -4.8464, -2.7098], [-2.5282, 2.8401, 1.5687], [6.8539, 2.1434, 1.4817], [-0.7845, -10.6122, 0.0094], [-3.8584, 3.4031, 3.1793], [-3.4376, -0.2087, 0.4434], [-0.3566, -8.3364, 0.2504], [-6.4400, -0.5776, -0.0576], [0.9320, -1.1010, -1.6448], [0.8015, -7.0579, -0.7197], [-7.1296, 5.6142, 0.2615]], "atomic_forces_ev_per_a": [[0.03, 0.04, -0.02], [0.11, 0.00, 0.03], [-0.29, 0.30, -0.52], [0.05, -0.04, -0.04], [-0.08, 0.00, -0.03], [0.02, 0.00, 0.04], [-0.02, -0.04, 0.03], [-0.01, 0.01, -0.02], [-0.03, 0.73, -0.37], [0.03, 0.05, -0.02], [0.01, 0.02, -0.03], [0.01, 0.04, -0.05], [-0.05, 0.04, -0.09], [-0.15, -0.05, 0.05], [-0.14, -0.66, 0.36], [0.11, 0.02, -0.05], [0.33, -0.38, 0.14], [0.08, -0.01, 0.02], [0.01, 0.00, 0.01], [0.05, -0.11, 0.10], [0.03, -0.11, -0.03], [-0.05, 0.01, -0.14], [-0.03, -0.01, -0.02], [-0.04, -0.07, -0.02], [0.00, 0.02, -0.02], [0.04, 0.06, -0.04], [-0.04, -0.14, -0.01], [0.02, 0.03, -0.07], [-0.03, 0.09, -0.13], [0.03, 0.03, 0.17], [0.06, -0.05, -0.06], [-0.01, -0.08, 0.05], [-0.06, -0.10, 0.05], [-0.01, 0.03, 0.02], [0.04, 0.00, 0.01], [-0.37, 0.51, -0.15], [0.12, -0.10, 0.10], [-0.06, 0.06, 0.23], [0.05, 0.01, -0.08], [-0.01, -0.01, -0.01], [0.01, 0.01, -0.01], [0.09, 0.21, -0.12], [0.00, -0.01, -0.01], [0.06, 0.02, 0.00], [-0.01, 0.03, -0.07], [0.25, -0.17, -0.25], [-0.06, -0.03, 0.08], [-0.04, 0.09, 0.04], [0.38, 0.16, 0.55], [-0.02, -0.03, -0.01], [-0.03, 0.23, 0.04], [0.01, 0.02, -0.02], [-0.06, 0.02, 0.03], [-0.02, 0.20, -0.05], [0.01, -0.02, -0.04], [0.03, 0.00, -0.04], [-0.05, -0.01, -0.02], [-0.03, -0.03, -0.05], [0.02, -0.16, 0.00], [-0.12, -0.02, -0.01], [0.02, 0.02, -0.04], [0.06, 0.04, -0.05], [-0.09, 0.39, -0.35], [-0.02, 0.01, -0.05], [0.02, -0.02, 0.00], [0.00, -0.04, -0.02], [0.04, -0.01, 0.05], [-0.29, 0.18, -0.17], [-0.14, -0.03, -0.01], [-0.03, -0.04, -0.06], [0.02, -0.02, 0.02], [0.01, 0.02, 0.04], [0.01, 0.01, 0.01], [0.02, 0.04, -0.08], [-0.01, -0.01, 0.01], [-0.09, 0.18, 0.15], [0.28, -0.53, 0.48], [0.04, 0.00, -0.01], [0.00, -0.02, -0.02], [-0.18, 0.16, -0.13], [0.19, -0.09, 0.15], [0.01, -0.17, 0.06], [-0.02, -0.09, 0.03], [0.00, -0.01, -0.01], [0.00, -0.09, 0.05], [-0.08, 0.19, 0.08], [0.00, -0.03, 0.01], [-0.04, -0.69, 0.43], [0.05, 0.00, -0.06], [0.04, -0.02, 0.10]]}